1.
This record from OMol25 describes a structure of composition C14H20FeN6O5S2Se. The level of theory is ωB97M-V/def2-TZVPD.

The multiplicity is 1. The energy is -5711.75877 Ha. The HOMO-LUMO gap (spin up / spin down) is 8.04 / 8.04 eV.

Cartesian coordinates (Å):
Fe -0.6829 0.1693 1.5873
N -1.0341 1.4744 3.0975
N -2.1931 1.1222 3.8420
C -2.5250 -0.1959 3.8489
N -3.6630 -0.4914 4.4894
S -1.5598 -1.3734 3.1466
H -0.2457 1.5359 3.7356
H -1.2344 2.3963 2.6905
H -2.9447 1.7863 3.6992
H -4.1590 0.1934 5.0328
H -3.9829 -1.4426 4.4843
C 3.1619 -1.3480 2.7876
C 2.3862 -0.3292 1.9955
O 1.2199 -0.0874 2.3437
N 3.0323 0.2398 0.9810
C 2.4762 1.2076 0.0576
C 2.5031 0.6967 -1.3611
C 1.4658 1.0149 -2.2338
C 1.5478 0.5680 -3.5380
C 2.6523 -0.1826 -3.9224
C 3.6261 -0.4495 -2.9776
N 3.5662 -0.0143 -1.7182
H 3.0715 -1.1135 3.8466
H 4.2133 -1.3953 2.5101
H 2.6989 -2.3207 2.6215
H 3.9466 -0.1130 0.7476
H 3.0621 2.1303 0.1096
H 1.4638 1.4492 0.3590
H 0.6151 1.5767 -1.8681
H 0.7562 0.7935 -4.2415
H 2.7581 -0.5559 -4.9321
H 4.5019 -1.0326 -3.2400
O -2.5876 0.5625 0.9074
Se -2.1553 2.0990 0.3395
O -2.7624 2.3534 -1.1253
O -0.5065 1.8214 0.3371
O -2.5255 3.1867 1.4889
S -0.0112 -1.5099 0.0544
C -0.9341 -1.4565 -1.3727
N -2.0810 -0.7452 -1.4185
C -2.8221 -0.5668 -2.5289
C -2.4712 -1.1748 -3.6975
C -1.3140 -1.9748 -3.6973
C -0.5560 -2.1111 -2.5668
H -2.3831 -0.2828 -0.5321
H -3.6711 0.0914 -2.4145
H -3.0651 -1.0319 -4.5869
H -1.0077 -2.4754 -4.6074
H 0.3530 -2.6944 -2.5603

***

2.
This record from OMol25 describes a structure of composition C35H31As2IN2NdO6S2 at a distorted geometry. The level of theory is ωB97M-V/def2-TZVPD.

The multiplicity is 4. The energy is -8040.12974 Ha. The expectation value of S² is 3.75. The net charge is +1. The HOMO-LUMO gap (spin up / spin down) is 7.99 / 8.60 eV.

Cartesian coordinates (Å):
Nd 0.0232 -1.1085 -0.5168
O 1.1916 -1.6817 1.4900
S 2.2607 -2.5499 0.8474
O 3.6071 -2.4856 1.3812
O 2.1198 -2.2430 -0.5824
C 1.6124 -4.1877 1.1846
C 2.5308 -5.1175 1.6493
C 2.1177 -6.3403 2.1395
C 0.7788 -6.7115 2.1473
C -0.1267 -5.8574 1.5940
C 0.2288 -4.5958 1.0637
S -1.1049 -3.7942 0.1352
O -2.2329 -4.6742 0.2087
O -0.5899 -3.4849 -1.1930
O -1.3312 -2.4886 0.7937
H 3.5986 -4.8895 1.6440
H 2.9099 -7.0114 2.5419
H 0.4872 -7.6963 2.5624
H -1.2436 -6.0605 1.5217
C -0.1271 3.3372 0.1365
C -0.4997 2.8883 1.5562
As -1.2183 1.0394 1.7230
C -0.9467 0.6059 3.4818
C -0.3613 1.4355 4.4360
C 0.1162 0.8805 5.6034
C -0.1425 -0.4507 5.9260
C -1.0305 -1.1676 5.0823
C -1.4950 -0.6144 3.8942
C -3.0837 1.1202 1.2610
C -3.8517 2.1975 1.6129
C -5.2137 2.2684 1.2526
C -5.7026 1.3278 0.3863
C -4.9749 0.1929 0.0057
C -3.6606 0.0507 0.4620
As 0.1381 1.9873 -1.3880
C 0.3640 3.3239 -2.7140
C 1.5469 3.9214 -3.1113
C 1.5552 5.1703 -3.7538
C 0.3255 5.8149 -4.0076
C -0.8914 5.1066 -3.7707
C -0.8350 3.9287 -3.0989
C 1.8939 1.2132 -1.0551
C 2.4765 0.4952 -2.1197
C 3.7134 -0.1275 -1.9569
C 4.4980 0.0100 -0.8088
C 3.9345 0.7245 0.2175
C 2.6391 1.2992 0.1342
H 0.8499 3.8909 0.1086
H -0.9526 3.9637 -0.2066
H -1.0655 3.6930 2.0452
H 0.4068 2.8981 2.1488
H -0.0743 2.4733 4.1061
H 0.6669 1.5136 6.2263
H 0.3110 -0.8393 6.8229
H -1.1881 -2.1789 5.4336
H -2.1397 -1.2677 3.2307
H -3.4789 2.9518 2.2741
H -5.7463 3.1197 1.5587
H -6.7222 1.4937 0.0333
H -5.4486 -0.5656 -0.6948
H -3.1175 -0.8509 0.2529
H 2.4779 3.4494 -2.7563
H 2.4642 5.6110 -4.1326
H 0.4423 6.7957 -4.4297
H -1.7931 5.5153 -4.1277
H -1.7440 3.3103 -2.8977
H 2.0021 0.2893 -3.0880
H 4.1088 -0.8510 -2.6897
H 5.3958 -0.5869 -0.6416
H 4.3708 0.8527 1.1892
H 2.2223 1.8054 0.9806
I 0.2528 0.7843 -6.6066
C 0.2080 -0.6536 -5.1842
C 0.6091 -1.9763 -5.1597
N 0.4420 -2.3705 -3.8745
N -0.0685 -1.4224 -3.0926
C -0.3137 -0.3794 -3.9340
H 0.8901 -2.6928 -5.9354
H 0.4291 -3.2699 -3.4333
H -0.7009 0.4931 -3.5253

***

3.
This record from OMol25 describes an isolated molecule of C5H7N3 at a distorted geometry. The level of theory is ωB97M-V/def2-TZVPD.

The multiplicity is 1. Its SMILES is [H]/N=C1\N=CN2CC[C@H]12. The energy is -358.92333 Ha. The HOMO-LUMO gap is 10.33 eV.

Cartesian coordinates (Å):
H 2.5602 -1.6042 -0.2264
N 2.0867 -0.7299 0.0811
C 0.8470 -0.7615 0.3245
N -0.2095 -1.7598 -0.1250
C -1.2674 -1.0453 -0.2467
N -1.2338 0.2783 0.1817
C -0.8390 1.3613 -0.8557
C 0.4004 1.7587 0.0283
C 0.1143 0.4613 0.8383
H -2.2320 -1.4018 -0.6101
H -0.4872 1.0202 -1.8315
H -1.6618 2.0631 -0.9442
H 1.3399 1.6293 -0.5349
H 0.3646 2.6344 0.7216
H 0.0807 0.4915 1.9285

***

4.
This record from OMol25 describes an isolated molecule of C19H24F2N2O2. The level of theory is ωB97M-V/def2-TZVPD.

The multiplicity is 1. Its SMILES is O=C(CCC1CCN(C(=O)Cc2c(F)cccc2F)CC1)NC1CC1. The energy is -1198.14822 Ha. The HOMO-LUMO gap is 9.80 eV.

Cartesian coordinates (Å):
O 5.1847 0.2018 -2.0425
C 4.4480 -0.1890 -1.1619
C 3.0034 0.2498 -1.0322
C 2.9497 1.5312 -0.1923
C 1.5364 2.0214 0.1472
C 0.6685 2.2469 -1.0921
C -0.7012 2.7875 -0.6822
N -1.3406 1.8697 0.2418
C -2.4016 1.1467 -0.1794
O -2.9161 1.3209 -1.2655
C -2.9465 0.1055 0.8109
C -4.0904 -0.6185 0.1708
C -5.4037 -0.1839 0.2928
F -5.6601 0.8726 1.0909
C -6.4600 -0.8033 -0.3485
C -6.2065 -1.8967 -1.1575
C -4.9137 -2.3663 -1.3098
C -3.8857 -1.7194 -0.6514
F -2.6274 -2.1889 -0.7909
C -0.5738 1.6689 1.4477
C 0.7981 1.0803 1.1029
N 4.9063 -1.0289 -0.1988
C 4.1666 -1.6130 0.8691
C 4.5901 -2.9549 1.3772
C 3.3115 -2.8261 0.6074
H 2.6322 0.4539 -2.0359
H 2.4105 -0.5419 -0.5786
H 3.4736 2.3162 -0.7411
H 3.4918 1.3714 0.7438
H 1.6525 2.9860 0.6583
H 1.1520 2.9515 -1.7694
H 0.5217 1.3049 -1.6215
H -1.3537 2.8910 -1.5500
H -0.5955 3.7617 -0.1923
H -3.2859 0.6160 1.7138
H -2.1564 -0.6048 1.0597
H -7.4586 -0.4198 -0.2148
H -7.0193 -2.3848 -1.6713
H -4.6918 -3.2161 -1.9350
H -1.1038 1.0232 2.1451
H -0.4374 2.6457 1.9287
H 1.3737 0.9402 2.0198
H 0.6540 0.1065 0.6322
H 5.8713 -1.3120 -0.3068
H 3.8014 -0.8953 1.5980
H 4.5415 -3.1400 2.4390
H 5.4246 -3.4349 0.8890
H 2.3752 -2.9209 1.1353
H 3.2905 -3.2125 -0.3997

***

5.
This record from OMol25 describes a structure of composition C13H12ClIrN4O6. The level of theory is ωB97M-V/def2-TZVPD.

The multiplicity is 1. The energy is -1736.92111 Ha. The net charge is +2. The HOMO-LUMO gap is 6.79 eV.

Cartesian coordinates (Å):
Ir 0.7216 -0.8977 0.0130
O 3.7485 2.6941 -3.2466
C 2.5342 3.1553 -3.0441
O 2.1367 4.1989 -3.4650
C 1.5959 2.2934 -2.2183
C 0.2342 2.6407 -1.9053
Cl -0.5096 4.0617 -2.3257
N -0.3313 1.6521 -1.1857
N 0.6265 0.7046 -0.9758
C 1.7729 1.0902 -1.6154
C 2.8668 0.0654 -1.5197
O 3.9347 0.2103 -2.0381
O 2.5104 -1.0170 -0.8337
C -1.6388 1.4349 -0.6142
C -2.7166 2.2447 -0.9388
C -3.9575 2.0178 -0.3534
C -4.1473 0.9901 0.5498
C -3.0812 0.1557 0.8605
C -1.8497 0.3796 0.2824
H 3.9375 1.8133 -2.8634
H -2.6332 3.0516 -1.6432
H -4.7793 2.6665 -0.6228
H -5.1149 0.8265 1.0030
H -3.2101 -0.6649 1.5526
H -1.0778 -0.3574 0.5878
C 0.9835 -2.5889 4.4646
O 0.6517 -3.3946 3.2704
C 0.6590 -2.8333 2.1264
O 0.8970 -1.6078 1.9302
N 0.3555 -3.6097 1.0703
N 0.4894 -2.9699 -0.1832
H 0.8620 -3.2829 5.2861
H 0.2857 -1.7608 4.5327
H 2.0107 -2.2506 4.3740
H 0.2755 -4.6177 1.1184
H -0.3421 -3.1386 -0.7507
H 1.2995 -3.3555 -0.6791

***

6.
This record from OMol25 describes a cluster of 11 separate species, C30H52ClO34 in total at a distorted geometry. The level of theory is ωB97M-V/def2-TZVPD.

The multiplicity is 1. The energy is -4192.57026 Ha. The net charge is -1. The HOMO-LUMO gap is 10.08 eV.

Cartesian coordinates (Å):
Cl 17.2871 -7.2739 -8.7392
O 18.2548 -6.6894 -7.8620
O 17.0415 -8.6809 -8.4844
O 16.0039 -6.6505 -8.5730
O 17.7684 -7.0218 -10.0784
C 20.2349 -9.8740 -8.6378
C 19.9991 -9.5384 -7.1713
O 21.0484 -10.3254 -6.5902
C 22.0696 -10.3598 -7.4664
O 23.1332 -10.8255 -7.2234
O 21.6345 -10.0003 -8.6981
H 19.7625 -8.9928 -9.0868
H 19.5981 -10.6727 -9.0171
H 19.0470 -9.8601 -6.7565
H 20.0242 -8.4584 -7.0113
C 15.3063 -5.6158 -14.2917
C 15.5097 -6.2063 -12.8940
O 14.9354 -5.2141 -12.0381
C 14.1599 -4.3838 -12.7694
O 13.3737 -3.6235 -12.3069
O 14.4048 -4.5611 -14.0793
H 14.9112 -6.3155 -15.0344
H 16.2382 -5.2934 -14.7677
H 16.5627 -6.2729 -12.6239
H 15.0035 -7.1584 -12.7328
C 17.4611 -9.7836 -11.8439
C 16.6830 -10.9647 -12.4213
O 17.6913 -11.9309 -12.6606
C 18.8388 -11.5632 -12.0037
O 19.7859 -12.2707 -11.8957
O 18.7067 -10.3369 -11.4924
H 17.0122 -9.4156 -10.9225
H 17.4188 -8.9448 -12.5411
H 16.1029 -10.6482 -13.2874
H 15.9512 -11.3183 -11.6917
C 16.5458 -3.6890 -9.8951
C 16.6499 -2.9537 -8.5719
O 17.0144 -1.6164 -8.9455
C 16.7521 -1.4283 -10.2449
O 16.7185 -0.3812 -10.8063
O 16.5517 -2.6078 -10.8558
H 15.5944 -4.1949 -10.0112
H 17.4076 -4.3034 -10.1421
H 17.3970 -3.4821 -7.9807
H 15.7249 -2.8107 -8.0166
C 13.7195 -13.9538 -10.8749
O 13.4957 -12.5782 -11.1380
C 13.6230 -11.7176 -10.1552
O 13.7383 -11.9778 -8.9950
O 13.4724 -10.5013 -10.6571
C 13.7666 -9.4049 -9.8129
H 13.7672 -14.5810 -11.7639
H 12.8393 -14.3383 -10.3540
H 14.6460 -14.0455 -10.3118
H 13.2720 -8.4636 -10.0571
H 14.8307 -9.2244 -9.6675
H 13.2941 -9.5992 -8.8408
C 17.5481 -14.4960 -10.6402
O 17.1957 -13.2757 -10.0142
C 17.1897 -13.0959 -8.7199
O 17.4030 -13.9579 -7.9014
O 16.7193 -11.8811 -8.4306
C 16.4300 -11.6462 -7.0609
H 16.8265 -14.6628 -11.4371
H 17.4830 -15.3424 -9.9559
H 18.5587 -14.4171 -11.0347
H 15.4050 -11.9490 -6.8559
H 16.6646 -10.6465 -6.7061
H 17.0885 -12.2638 -6.4447
C 11.1004 -7.9497 -4.3698
O 11.0433 -9.0814 -5.2321
C 12.1721 -9.5275 -5.7930
O 12.2366 -10.5050 -6.4747
O 13.2027 -8.7444 -5.4699
C 14.4752 -9.0173 -6.0352
H 11.2291 -6.9849 -4.8554
H 11.8474 -8.0668 -3.5844
H 10.1379 -7.9875 -3.8598
H 15.2596 -8.7242 -5.3360
H 14.6504 -8.3438 -6.8779
H 14.6773 -10.0368 -6.3405
C 16.1747 -5.7395 -5.3510
O 15.0433 -5.0644 -4.8042
C 14.5884 -5.3590 -3.5989
O 15.1267 -6.1124 -2.8217
O 13.5059 -4.6197 -3.3875
C 12.6455 -4.9725 -2.3201
H 16.6254 -5.1838 -6.1660
H 15.8455 -6.7108 -5.6995
H 16.9320 -5.8100 -4.5686
H 11.7159 -4.4130 -2.4107
H 13.0766 -4.7882 -1.3394
H 12.3357 -6.0110 -2.4538
C 20.8814 -7.8776 -11.8563
O 20.5235 -8.3603 -13.1390
C 20.3187 -7.5071 -14.1266
O 20.5127 -6.3213 -14.0767
O 19.8958 -8.2142 -15.1783
C 19.6939 -7.4670 -16.3673
H 20.0053 -7.5579 -11.2906
H 21.6297 -7.0856 -11.8444
H 21.3273 -8.7152 -11.3217
H 19.2724 -8.1719 -17.0791
H 20.5626 -6.9475 -16.7715
H 18.9608 -6.6733 -16.1919
C 19.9503 -3.5074 -6.5506
O 21.1902 -3.8130 -5.9270
C 21.8696 -2.9028 -5.2503
O 21.5614 -1.7560 -5.1002
O 22.9277 -3.5055 -4.7480
C 23.7945 -2.8210 -3.8418
H 19.6034 -4.4466 -6.9819
H 20.2056 -2.9260 -7.4422
H 19.2188 -3.0470 -5.8929
H 23.2017 -2.3150 -3.0816
H 24.4511 -2.1824 -4.4282
H 24.3511 -3.6225 -3.3622

***

7.
This record from OMol25 describes a cluster of 2 separate species, C5H14 in total at a distorted geometry. The level of theory is ωB97M-V/def2-TZVPD.

The multiplicity is 1. Its SMILES is CCC.CC. The energy is -198.84004 Ha. The HOMO-LUMO gap is 12.06 eV.

Cartesian coordinates (Å):
C 1.3050 -0.4975 0.2798
C 1.7889 -0.4496 1.7725
C 0.6794 -0.8546 2.8323
H 0.8050 0.4228 -0.0181
H 2.2204 -0.3615 -0.4523
H 0.7301 -1.3067 -0.0682
H 2.6989 -0.9923 2.0505
H 2.2831 0.4849 2.0471
H 0.5457 -1.9040 2.5777
H 1.1716 -0.9536 3.8706
H -0.2086 -0.2955 2.7543
C -2.2785 0.2999 -2.0166
C -1.2760 1.3556 -2.3786
H -3.3133 0.4248 -2.5272
H -1.8191 -0.6025 -2.4080
H -2.3607 0.3236 -0.9388
H -1.5278 2.1959 -1.7068
H -1.2260 1.7824 -3.4336
H -0.2183 0.9283 -2.2365

***

8.
This record from OMol25 describes a structure of composition C11H14N at a distorted geometry. The level of theory is ωB97M-V/def2-TZVPD.

The multiplicity is 1. The energy is -481.82358 Ha. The net charge is +1. The HOMO-LUMO gap is 9.74 eV.

Cartesian coordinates (Å):
C -2.7208 0.7028 0.2076
C 1.0161 -1.5292 -0.4423
C -2.2664 1.8613 -0.1939
C 1.5716 -1.3626 0.7678
C -1.7189 -0.3912 -0.2598
C -1.4770 3.0929 -0.2592
C 1.3537 0.1359 0.6250
C -0.9074 1.0507 -2.3348
C -0.9874 1.8716 -1.0061
C -0.5397 0.4319 -0.9873
C 2.1764 -2.2082 1.8310
N 0.8141 -0.1137 -0.7000
H -3.5590 0.6452 0.8747
H 0.9095 -2.4676 -1.0138
H -1.3145 -0.8970 0.6528
H -2.1153 -1.2100 -0.9650
H -1.9223 3.8484 -0.8411
H -0.9667 3.4672 0.5917
H 0.8196 0.7968 1.2385
H 2.3141 0.6332 0.6887
H -1.8305 0.8449 -2.8934
H -0.1142 1.3513 -2.9726
H 1.4543 -2.2032 2.6128
H 3.1531 -1.9005 2.1787
H 2.3026 -3.2918 1.6427
H 1.4639 0.2286 -1.3446

***

9.
This record from OMol25 describes a structure of composition C3H6O at a distorted geometry. The level of theory is ωB97M-V/def2-TZVPD.

The multiplicity is 1. The energy is -193.04819 Ha. The HOMO-LUMO gap is 10.30 eV.

Cartesian coordinates (Å):
C 0.0577 -0.4464 -0.1091
C -1.2367 0.2875 0.1660
C 1.3110 0.2617 -0.1811
O 2.2458 -0.4547 0.2555
H 1.4377 1.3175 -0.4496
H -0.0009 -1.1423 -0.9508
H 0.9301 -1.2322 0.5448
H -2.0223 -0.4273 0.4127
H -1.1428 0.9724 1.0090
H -1.5796 0.8638 -0.6975

***

10.
This record from OMol25 describes a cluster of 9 separate species, C16H38F12N3O15PS2 in total at a distorted geometry. The level of theory is ωB97M-V/def2-TZVPD.

The multiplicity is 1. The energy is -4261.21355 Ha. The HOMO-LUMO gap is 3.56 eV.

Cartesian coordinates (Å):
N -0.0477 1.9053 3.6689
H 0.8392 2.3171 3.9216
H -0.8084 2.5548 3.5282
H -0.1085 1.1852 4.3744
H -0.0597 1.2514 2.8993
N -2.4300 6.3252 -2.2544
H -2.3281 5.4540 -2.7551
H -1.5435 6.8044 -2.1874
H -2.7574 6.1053 -1.3246
H -3.0120 6.9551 -2.7880
N 5.9390 3.9328 0.4239
H 5.4452 4.1276 1.2832
H 6.5527 3.1893 0.7250
H 6.4904 4.7608 0.2492
H 5.2637 3.5924 -0.2456
C -6.3186 4.3418 1.6430
O -6.3896 4.1589 0.2562
O -5.0099 4.6367 1.9328
C -7.4004 5.4699 2.1264
F -8.6637 4.9504 1.8760
F -7.4032 5.5836 3.4319
F -7.2757 6.6975 1.6673
C -7.4663 3.3441 -0.3190
C -7.2441 3.6803 -1.7540
H -7.2906 4.7543 -1.9344
H -6.2504 3.5056 -2.1664
H -7.8789 3.0883 -2.4133
H -8.4866 3.6152 -0.0477
H -7.2221 2.2905 -0.1829
H -6.5271 3.4100 2.1687
C 4.6586 3.1918 6.1107
O 4.5690 1.8377 5.5158
O 4.1305 3.9534 5.1221
C 4.1333 3.1782 7.5507
F 3.0198 2.4517 7.5093
F 4.8750 2.5935 8.5152
F 3.7836 4.3725 8.0306
C 5.4678 0.8592 5.9904
C 5.2376 -0.4575 5.1985
H 5.0637 -0.2995 4.1342
H 5.9340 -1.2747 5.3865
H 4.2953 -0.8750 5.5533
H 5.3740 0.5655 7.0359
H 6.5143 1.1421 5.8763
H 5.7307 3.3626 6.2092
P 0.6060 1.0535 -1.7261
F -0.4857 1.5502 -2.8231
F 0.9620 -0.3611 -2.4229
F 1.7694 1.7695 -2.5830
F 1.6228 0.6488 -0.4484
F 0.4558 2.4586 -1.0316
F -0.5689 0.4800 -0.7385
C -3.1305 -4.5926 0.6634
C -2.1634 -5.7698 0.6088
C -0.6842 -5.4185 0.3790
O -0.1068 -5.9909 1.5234
C -1.0798 -6.5268 2.3354
O -0.8164 -7.0290 3.4044
O -2.2626 -6.4297 1.8340
H -3.0105 -4.0384 1.5943
H -4.1765 -4.8538 0.8238
H -3.1665 -3.8849 -0.1648
H -2.6397 -6.3679 -0.1680
H -0.6335 -4.3324 0.3014
H -0.3526 -5.8788 -0.5517
C -2.7655 -5.4768 -6.8653
C -2.9443 -3.9382 -6.6681
O -4.3715 -3.7531 -6.5580
S -5.1711 -5.1087 -6.1704
O -6.4268 -5.1558 -6.8978
O -5.0685 -5.5344 -4.7776
O -4.1008 -5.9889 -7.0307
H -2.2709 -5.9642 -6.0251
H -2.2145 -5.6281 -7.7935
H -2.5445 -3.2798 -7.4392
H -2.5075 -3.6731 -5.7053
C 6.7869 -1.7683 -3.6932
C 6.1803 -3.0147 -4.3791
O 6.7084 -4.1268 -3.6318
S 7.8766 -3.7043 -2.6109
O 9.0547 -4.5756 -2.7884
O 7.3308 -3.6253 -1.2517
O 8.0557 -2.2274 -3.2707
H 6.0830 -1.6313 -2.8724
H 6.9907 -0.8770 -4.2866
H 6.6916 -2.9912 -5.3415
H 5.0937 -3.0324 -4.2949